Entry from the OMol25 dataset: a cluster of 2 separate species, C4H6NO2 in total in a non-equilibrium geometry (wB97M-V/def2-TZVPD).

Last columns: bonded neighbours and bond lengths (Å).
CARTESIAN COORDINATES (ANGSTROEM)
1 C 2.12 -1.21 0.02  C2 1.201, H8 1.077
2 C 1.75 -0.15 -0.39  C1 1.201, C4 1.391
3 C -1.77 -0.78 0.48  O7 1.373, H9 1.142, H10 1.068, H11 1.211
4 C 1.27 1.09 -0.79  C2 1.391, H12 1.105, H13 1.036
5 N -0.67 1.34 -0.36  O6 1.190, O7 1.640
6 O -0.80 1.71 0.76  N5 1.190
7 O -1.32 -0.14 -0.65  C3 1.373, N5 1.640
8 H 2.56 -2.15 0.31  C1 1.077
9 H -1.30 -1.80 0.68  C3 1.142
10 H -2.82 -0.94 0.48  C3 1.068
11 H -1.82 -0.06 1.45  C3 1.211
12 H 1.28 1.26 -1.88  C4 1.105
13 H 1.53 1.83 -0.12  C4 1.036

Summary:
- charge = -1
- LUMO (eV) = 4.37
- Kohn-Sham gap (eV) = 6.3439
- E (Eh) = -361.03953
- HOMO (eV) = -1.97
- relative energy (zero: lowest compared OMol25 entry of this formula, charge and spin) (kcal per mole) = 168.28
- F_max (eV Å⁻¹) = 2.5

Which charges does Mulliken predict for the atoms? In e, they are:
1. C 0.06
2. C -0.18
3. C -0.62
4. C -1.15
5. N 0.17
6. O -0.51
7. O -0.38
8. H 0.37
9. H 0.18
10. H 0.29
11. H 0.18
12. H 0.24
13. H 0.34